# 1
The following is a DFT calculation (ωB97M-V/def2-TZVPD) of a cluster of 7 separate species, C7H28N14O7 in total at a distorted geometry.

```
56
Properties=species:S:1:pos:R:3
C 0.49 -1.65 -4.73
O 1.27 -2.60 -4.60
N -0.23 -1.34 -5.82
N 0.42 -0.68 -3.77
H -0.15 -1.99 -6.59
H -0.91 -0.62 -5.92
H 1.04 -0.64 -2.98
H -0.27 0.06 -3.74
C 2.88 4.08 -0.02
O 3.90 3.37 0.00
N 2.86 5.24 0.69
N 1.66 3.69 -0.40
H 3.63 5.46 1.30
H 1.96 5.56 1.00
H 1.04 4.41 -0.72
H 1.50 2.72 -0.63
C 3.18 -3.17 -0.06
O 2.01 -3.31 0.23
N 4.24 -3.88 0.42
N 3.58 -2.18 -0.92
H 5.16 -3.56 0.19
H 3.98 -4.78 0.77
H 2.87 -1.56 -1.28
H 4.44 -1.73 -0.63
C -0.03 -0.01 -0.08
O 0.85 0.08 -0.93
N -1.00 0.90 0.10
N -0.14 -1.01 0.82
H -1.81 0.59 0.59
H -1.12 1.64 -0.57
H -0.84 -1.01 1.53
H 0.60 -1.68 0.63
C -3.77 -2.43 2.24
O -3.74 -2.58 1.01
N -3.92 -1.25 2.87
N -3.71 -3.43 3.13
H -3.91 -0.44 2.27
H -3.95 -1.13 3.87
H -3.74 -3.09 4.07
H -3.67 -4.38 2.80
C 3.45 0.90 2.61
O 3.28 0.17 3.59
N 4.00 2.15 2.62
N 3.04 0.58 1.39
H 4.09 2.57 3.52
H 3.79 2.61 1.75
H 2.39 -0.20 1.33
H 3.33 1.06 0.56
C -5.08 1.00 -0.58
O -3.99 0.83 -1.14
N -5.77 2.12 -0.93
N -5.67 0.12 0.26
H -5.19 2.70 -1.50
H -6.63 2.31 -0.44
H -6.66 0.05 0.35
H -5.04 -0.65 0.46
```

net charge: 0
Kohn-Sham gap: 9.22 eV
E_HOMO: -9.01 eV
E_tot: -42913.385 eV
SMILES: NC(N)=O.NC(N)=O.NC(N)=O.NC(N)=O.NC(N)=O.NC(N)=O.NC(N)=O
maximum force: 0.0675 hartree/bohr

---

# 2
The following is a DFT calculation (ωB97M-V/def2-TZVPD) of a cluster of 9 separate species, C7H28O8 in total at a distorted geometry.

```
43
Properties=species:S:1:pos:R:3
C 0.74 -3.09 -1.54
C 1.73 -2.07 -1.02
C 1.25 -1.13 0.07
C 0.12 -0.23 0.04
C 0.11 0.99 0.70
C -0.96 1.88 1.03
C -0.71 2.93 1.86
H 0.76 -4.04 -0.97
H 0.89 -3.48 -2.54
H -0.32 -2.85 -1.45
H 2.04 -1.47 -1.89
H 2.68 -2.52 -0.74
H 2.06 -0.76 0.70
H 0.94 -1.79 0.94
H -0.78 -0.63 -0.39
H 1.04 1.43 1.03
H -2.00 1.61 0.89
H 0.27 3.37 2.03
H -1.57 3.56 2.05
H 2.97 0.00 2.79
H 1.66 0.69 2.95
O 2.48 0.75 2.44
H 1.90 1.68 -1.78
H 2.25 1.67 -0.25
O 2.17 2.22 -1.04
H 1.27 -2.26 3.98
H 0.63 -1.24 3.06
O 1.47 -1.71 3.22
H -0.81 0.97 -3.25
H -0.45 0.33 -4.56
O -1.08 0.23 -3.84
H 0.29 3.02 -1.85
H -0.58 3.09 -3.07
O 0.02 2.49 -2.61
H -2.21 -0.28 -2.37
H -1.96 -1.77 -2.46
O -2.57 -1.13 -2.07
H -3.97 -0.79 0.51
H -2.79 -1.08 -0.40
O -3.01 -0.85 0.55
H -1.44 -0.03 3.14
H -1.93 -0.95 1.96
O -1.40 -0.92 2.79
```

net charge: +1
Kohn-Sham gap (alpha / beta): 9.19 / 7.36 eV
E_HOMO (alpha / beta): -13.66 / -14.54 eV
E_tot: -24084.264 eV
spin multiplicity: 2
maximum force: 0.0464 hartree/bohr

---

# 3
The following is a DFT calculation (ωB97M-V/def2-TZVPD) of a cluster of 7 separate species, C7H29N3O8 in total at a distorted geometry.

```
47
Properties=species:S:1:pos:R:3
C 3.56 -1.18 -3.61
O 4.13 -0.19 -2.76
C 5.06 -0.81 -1.94
C 5.68 0.20 -0.88
N 5.00 0.37 0.42
C 3.60 0.83 0.28
C 2.57 -0.30 0.49
O 1.25 0.05 0.39
C 0.37 -1.04 0.59
H 3.22 -0.69 -4.52
H 2.66 -1.55 -3.11
H 4.16 -2.02 -3.96
H 5.86 -1.15 -2.61
H 4.71 -1.58 -1.26
H 5.88 1.16 -1.34
H 6.69 -0.14 -0.65
H 5.58 0.58 1.21
H 3.39 1.49 -0.56
H 3.47 1.55 1.09
H 2.67 -0.68 1.51
H 2.83 -1.15 -0.13
H 0.64 -1.55 1.51
H 0.27 -1.62 -0.33
H -0.61 -0.60 0.79
C -1.91 1.71 -0.78
O -2.36 0.73 -0.25
N -0.63 1.92 -0.79
N -2.56 2.54 -1.56
H -0.20 2.71 -1.25
H 0.00 1.24 -0.38
H -3.55 2.38 -1.56
H -2.01 3.29 -1.95
O -6.18 -2.49 1.46
H -5.35 -2.35 1.93
H -6.59 -1.62 1.45
O -3.68 -0.65 1.75
H -3.06 -0.06 1.32
H -4.41 -0.73 1.14
O -3.96 2.52 2.84
H -4.14 1.74 2.32
H -4.62 2.51 3.53
O -1.71 -2.38 2.37
H -1.55 -2.69 1.48
H -2.43 -1.76 2.29
O -6.97 0.21 1.37
H -6.90 1.15 1.56
H -7.89 0.09 1.11
```

net charge: 0
Kohn-Sham gap: 8.81 eV
E_HOMO: -8.61 eV
E_tot: -28578.372 eV
SMILES: COCCNCCOC.NC(N)=O.O.O.O.O.O
maximum force: 0.0749 hartree/bohr

---

# 4
The following is a DFT calculation (ωB97M-V/def2-TZVPD) of a cluster of 7 separate species, C7H29NO6 in total at a distorted geometry.

```
43
Properties=species:S:1:pos:R:3
C -1.06 1.23 -0.31
C -2.13 0.15 0.10
C -2.91 0.68 1.36
C -3.05 -0.33 -1.00
C 0.03 0.63 -1.17
N 0.87 1.71 -1.65
C 2.36 1.49 -1.75
C 2.92 0.09 -1.51
H -0.54 1.61 0.57
H -1.60 1.95 -0.93
H -1.64 -0.81 0.35
H -3.57 1.47 1.04
H -2.23 1.13 2.05
H -3.46 -0.18 1.77
H -3.72 -1.08 -0.60
H -2.53 -0.76 -1.89
H -3.72 0.42 -1.44
H 0.71 0.01 -0.55
H -0.34 -0.08 -1.93
H 0.55 2.31 -2.40
H 2.66 2.03 -0.73
H 2.82 2.07 -2.55
H 4.01 0.34 -1.49
H 2.71 -0.43 -0.60
H 3.05 -0.56 -2.38
H 1.85 0.93 1.23
H 1.92 -0.48 2.02
O 2.28 0.41 1.92
H -1.41 -3.18 2.61
H -0.83 -1.88 1.83
O -0.93 -2.85 1.85
H 1.41 -3.88 0.00
H 0.58 -3.04 0.91
O 1.24 -2.95 0.20
H 1.09 -2.63 -3.26
H 0.51 -2.09 -1.89
O 0.36 -2.18 -2.84
H -0.20 3.68 0.36
H 0.93 2.94 1.05
O 0.34 3.70 1.15
H 0.08 0.29 3.35
H 0.59 -1.21 3.83
O 0.00 -0.67 3.28
```

net charge: 0
Kohn-Sham gap: 8.44 eV
E_HOMO: -8.22 eV
E_tot: -21503.262 eV
SMILES: CCNCCC(C)C.O.O.O.O.O.O
maximum force: 0.0895 hartree/bohr

---

# 5
The following is a DFT calculation (ωB97M-V/def2-TZVPD) of a cluster of 9 separate species, C7H30NO8 in total at a distorted geometry.

```
46
Properties=species:S:1:pos:R:3
C 0.92 0.60 -0.03
C 0.01 -0.09 0.98
C -0.68 -1.39 0.61
C -0.58 -1.98 -0.58
C -1.41 -1.99 1.81
C -0.51 -2.76 2.71
C 0.05 -2.20 3.77
N 0.13 1.52 -0.93
H 1.73 1.11 0.47
H 1.44 -0.11 -0.65
H 0.44 -0.08 1.97
H -0.90 0.52 1.15
H -0.01 -1.50 -1.36
H -1.10 -2.89 -0.83
H -1.89 -1.16 2.33
H -2.23 -2.53 1.35
H -0.20 -3.72 2.31
H 0.77 -2.70 4.40
H -0.18 -1.18 4.06
H 0.41 1.19 -1.88
H -0.87 1.34 -0.82
H 0.33 2.51 -0.72
H 2.83 -2.01 2.29
H 2.85 -3.25 1.36
O 2.81 -2.29 1.37
H 0.17 2.64 -4.38
H -0.95 1.71 -3.79
O -0.08 1.73 -4.19
H 1.84 -0.93 -3.09
H 0.82 0.05 -3.73
O 1.23 -0.21 -2.89
H -3.45 -0.45 -0.46
H -4.17 0.61 0.47
O -3.35 0.39 0.01
H 3.57 -1.14 -1.63
H 3.91 -2.57 -1.57
O 3.38 -1.96 -2.09
H 1.18 2.17 4.24
H 1.17 2.08 2.65
O 1.39 1.64 3.47
H -2.85 2.02 -2.72
H -3.24 1.90 -1.25
O -2.56 2.29 -1.83
H -1.41 4.03 -0.74
H -0.26 4.90 -1.10
O -0.48 4.17 -0.50
```

net charge: +1
Kohn-Sham gap: 9.16 eV
E_HOMO: -11.97 eV
E_tot: -25609.536 eV
maximum force: 0.0336 hartree/bohr

---

# 6
The following is a DFT calculation (ωB97M-V/def2-TZVPD) of a cluster of 8 separate species, C7H31N14O8 in total at a distorted geometry.

```
60
Properties=species:S:1:pos:R:3
O -0.21 0.07 0.73
H -1.09 -0.23 0.36
H 0.08 0.91 0.26
H 0.48 -0.64 0.67
C 2.79 0.20 -3.63
O 1.83 -0.52 -3.83
N 3.92 0.11 -4.37
N 2.76 1.13 -2.61
H 4.66 0.79 -4.34
H 3.86 -0.48 -5.18
H 3.54 1.74 -2.47
H 2.07 0.94 -1.91
C 0.44 3.24 -0.78
O -0.32 2.44 -0.23
N 1.73 3.33 -0.40
N 0.05 4.07 -1.77
H 2.04 2.74 0.36
H 2.39 3.97 -0.80
H -0.90 4.04 -2.09
H 0.60 4.88 -2.00
C 0.13 -2.56 3.23
O -0.47 -1.49 3.18
N 1.43 -2.65 3.60
N -0.54 -3.71 2.92
H 2.00 -3.47 3.63
H 1.81 -1.81 3.98
H -1.49 -3.59 2.62
H -0.16 -4.64 3.02
C 3.33 -1.09 0.50
O 2.11 -1.11 0.55
N 4.06 -0.14 1.16
N 4.08 -2.12 0.01
H 3.64 0.67 1.57
H 5.06 -0.09 1.16
H 3.59 -2.87 -0.45
H 5.07 -2.03 0.04
C -3.60 1.68 3.62
O -4.19 0.66 3.92
N -3.82 2.87 4.26
N -2.54 1.71 2.75
H -4.65 3.05 4.79
H -3.19 3.63 4.07
H -2.06 0.84 2.58
H -2.15 2.53 2.32
C -1.42 0.29 -2.80
O -0.85 -0.26 -1.85
N -1.05 0.03 -4.09
N -2.31 1.31 -2.62
H -1.70 0.13 -4.85
H -0.28 -0.59 -4.25
H -2.61 1.73 -3.48
H -2.48 1.70 -1.71
C -2.98 -2.20 0.14
O -2.49 -1.10 0.34
N -4.33 -2.40 0.10
N -2.22 -3.31 -0.15
H -4.71 -3.33 0.07
H -4.86 -1.60 0.40
H -1.26 -3.25 0.14
H -2.65 -4.18 -0.40
```

net charge: +1
Kohn-Sham gap: 8.85 eV
E_HOMO: -11.08 eV
E_tot: -45005.425 eV
maximum force: 0.0306 hartree/bohr

---

# 7
The following is a DFT calculation (ωB97M-V/def2-TZVPD) of a structure of composition C7H32BMgN14O7 at a distorted geometry.

```
62
Properties=species:S:1:pos:R:3
Mg 0.94 -1.50 0.02
B -0.25 0.31 0.38
H -0.73 1.34 0.38
H -0.87 -0.38 1.05
H 0.06 -0.14 -0.59
H 0.71 0.41 0.96
C 1.73 -1.43 -3.08
O 1.57 -1.30 -1.87
N 1.78 -2.59 -3.80
N 1.87 -0.33 -3.86
H 1.83 -3.39 -3.19
H 1.84 -2.54 -4.79
H 2.21 -0.37 -4.80
H 1.91 0.58 -3.41
C -1.77 -2.88 -0.88
O -0.62 -2.56 -0.54
N -2.95 -2.57 -0.29
N -2.00 -3.43 -2.12
H -2.82 -1.92 0.48
H -3.85 -2.94 -0.50
H -2.90 -3.87 -2.08
H -1.23 -3.56 -2.75
C -4.13 1.30 1.34
O -3.77 0.14 1.29
N -5.23 1.76 1.96
N -3.32 2.32 0.93
H -5.82 1.08 2.39
H -5.34 2.75 2.08
H -3.68 3.25 0.85
H -2.39 2.07 0.60
C -0.28 -2.86 2.51
O 0.61 -2.16 1.98
N -0.03 -4.01 3.17
N -1.55 -2.44 2.63
H -0.81 -4.62 3.32
H 0.88 -4.44 3.05
H -2.20 -2.75 3.32
H -1.66 -1.53 2.20
C 0.74 2.81 -2.48
O 1.80 2.27 -2.19
N -0.42 2.51 -1.79
N 0.58 3.81 -3.38
H -1.21 3.11 -1.97
H -0.47 1.72 -1.14
H 1.37 4.25 -3.81
H -0.35 4.15 -3.51
C 0.82 3.54 2.76
O 1.36 4.32 3.53
N -0.42 3.60 2.25
N 1.36 2.37 2.33
H -0.97 4.41 2.47
H -0.71 2.82 1.69
H 2.28 2.10 2.64
H 0.81 1.62 1.92
C 3.95 -0.63 0.33
O 2.76 -0.94 0.43
N 4.45 0.36 -0.45
N 4.89 -1.18 1.12
H 5.41 0.35 -0.73
H 3.89 0.82 -1.16
H 5.89 -1.14 1.03
H 4.47 -1.85 1.75
```

net charge: +1
Kohn-Sham gap: 8.43 eV
E_HOMO: -10.68 eV
E_tot: -49097.132 eV
maximum force: 0.0554 hartree/bohr

---

# 8
The following is a DFT calculation (ωB97M-V/def2-TZVPD) of a cluster of 11 separate species, C7H32O11 in total at a distorted geometry.

```
50
Properties=species:S:1:pos:R:3
C 3.63 3.75 -0.26
C 2.68 3.03 -1.22
C 2.69 1.53 -0.96
C 2.14 1.03 0.14
C 2.09 -0.39 0.47
C 2.04 -0.82 1.74
O 1.99 -2.13 2.08
C 3.35 0.67 -2.01
H 4.64 3.39 -0.40
H 3.35 3.57 0.79
H 3.56 4.84 -0.38
H 2.99 3.29 -2.24
H 1.66 3.42 -1.13
H 1.71 1.67 0.91
H 2.10 -1.08 -0.35
H 2.07 -0.22 2.64
H 1.95 -2.69 1.27
H 4.11 0.03 -1.53
H 3.92 1.23 -2.74
H 2.61 0.02 -2.50
H -1.16 -2.45 -1.49
H -1.14 -3.99 -1.69
O -0.84 -3.31 -1.08
H 0.84 -3.38 -0.52
H 1.66 -4.59 -0.02
O 1.72 -3.64 -0.15
H -3.19 0.29 0.94
H -3.12 -1.28 0.67
O -3.44 -0.41 0.31
H -1.16 -0.59 4.04
H -1.80 0.76 3.59
O -1.16 0.38 4.19
H -3.14 2.48 0.30
H -2.42 3.17 1.45
O -3.03 2.45 1.27
H -2.63 -0.85 -1.26
H -1.93 -0.51 -2.61
O -2.17 -1.26 -2.03
H -3.05 -3.50 1.28
H -1.83 -3.06 0.39
O -2.40 -2.80 1.16
H -3.56 0.96 -0.95
H -4.47 2.09 -1.58
O -3.56 1.88 -1.33
H -0.96 1.52 -3.07
H -2.45 1.51 -2.59
O -1.82 1.12 -3.24
H -0.25 -2.48 3.36
H -1.64 -2.38 2.73
O -1.17 -2.25 3.59
```

net charge: 0
Kohn-Sham gap: 7.41 eV
E_HOMO: -7.43 eV
E_tot: -30301.713 eV
SMILES: CC/C(C)=C/C=C/O.O.O.O.O.O.O.O.O.O.O
maximum force: 0.0208 hartree/bohr